[1]
C19H28IO2Tl | ωB97M-V with the def2-TZVPD basis set

Element x y z (Å)
O 3.3688 0.4993 -2.1301
C 4.4574 -0.4760 -2.0598
C 5.4876 0.4903 -2.6442
H 4.2613 -1.3540 -2.6951
H 4.6670 -0.7752 -1.0214
C 4.2741 1.4738 -2.7101
H 5.8970 0.2314 -3.6311
H 6.2876 0.8224 -1.9694
C 3.9219 1.8356 -4.1326
H 3.8454 0.9313 -4.7512
H 4.7160 2.4805 -4.5374
H 2.9848 2.4062 -4.1785
C 4.4688 2.7085 -1.8633
H 4.7582 2.4439 -0.8396
H 3.5648 3.3346 -1.8554
H 5.2715 3.3051 -2.3193
Tl -3.3412 -2.8013 1.4010
C -3.5672 0.1487 4.1619
C -3.2846 -1.2321 4.3721
C -1.9235 -1.4585 3.9958
H -3.9607 -1.9859 4.7744
C -1.3672 -0.2222 3.5689
C -2.3828 0.7660 3.6616
H -2.2720 1.8204 3.4276
H -4.4939 0.6711 4.3723
H -1.4004 -2.4128 4.0784
H -0.3371 -0.0347 3.2609
C -5.6647 0.0697 0.8651
C -4.8137 1.1879 1.0971
C -3.7019 1.0949 0.2095
H -4.9805 1.9850 1.8183
C -3.8880 -0.0609 -0.5979
C -5.0975 -0.7008 -0.1955
H -5.5402 -1.5879 -0.6452
H -6.5975 -0.1450 1.3875
H -2.8935 1.8119 0.1354
H -3.2184 -0.3929 -1.3967
O -0.9938 -0.9993 0.2532
C -0.2981 0.2488 0.0825
C 1.1873 -0.0499 -0.0925
H -0.4997 0.9056 0.9475
H -0.6997 0.7248 -0.8225
C 1.2445 -1.5425 -0.4609
H 1.6814 0.1188 0.8756
H 1.6434 0.5584 -0.8739
C -0.0468 -2.0967 0.1314
H 2.1256 -2.0254 -0.0419
H 1.2274 -1.6578 -1.5471
H 0.1157 -2.5063 1.1429
H -0.5065 -2.9008 -0.4610
I -3.6859 -5.6560 0.4523

Values from the calculation:
HOMO energy (alpha / beta)	-7.557 / -7.591	eV
LUMO (alpha / beta)	-0.0791 / -0.0809	Eh
max |F|	3.24	eV Å⁻¹
multiplicity	1
M	619.72	g mol⁻¹


[2]
C19H28N2O4 | ωB97M-V with the def2-TZVPD basis set

Element x y z (Å)
C -5.2258 0.2624 1.1448
H -6.2061 -0.1695 0.9570
H -5.2173 1.2649 0.7236
H -4.4841 -0.3416 0.6267
C -4.9457 0.2922 2.6465
C -5.9760 1.1601 3.3661
H -5.9915 2.1662 2.9545
H -5.7513 1.2221 4.4282
H -6.9698 0.7332 3.2515
C -3.5078 0.7295 2.9564
C -3.1898 2.1848 2.6021
O -1.8265 2.4918 2.8287
C -0.8828 2.0695 1.9513
C 0.4388 2.3447 2.3175
C 1.4882 1.9707 1.5097
C 1.2490 1.3203 0.3000
C -0.0660 1.0731 -0.0746
C -1.1245 1.4286 0.7385
H -2.1278 1.2053 0.4129
H -0.2525 0.5813 -1.0173
C 2.3331 0.8875 -0.6139
O 2.1911 0.8286 -1.8241
N 3.5170 0.5958 -0.0083
H 3.4933 0.4261 0.9855
C 4.5650 -0.0747 -0.7387
H 5.5358 0.2833 -0.3826
H 4.4415 0.2038 -1.7881
C 4.4723 -1.6007 -0.5686
C 3.0520 -2.0574 -0.8763
O 2.2311 -2.1278 0.0244
N 2.7409 -2.3752 -2.1485
C 3.5558 -2.2285 -3.3335
H 4.5592 -1.8872 -3.0920
C 2.8864 -1.2262 -4.2878
O 1.5840 -1.6467 -4.6196
C 0.7926 -1.7216 -3.4533
H -0.2072 -2.0180 -3.7738
C 1.3742 -2.7437 -2.4733
H 0.8009 -2.7661 -1.5463
H 1.3777 -3.7378 -2.9349
H 0.7578 -0.7361 -2.9694
H 3.4415 -1.1623 -5.2253
H 2.8449 -0.2405 -3.8047
H 3.6182 -3.2058 -3.8302
H 5.2205 -2.1035 -1.1784
H 4.6540 -1.8506 0.4793
H 2.4967 2.2160 1.8095
H 0.6099 2.8590 3.2503
H -3.4663 2.4162 1.5681
H -3.7297 2.8635 3.2665
H -2.8158 0.0780 2.4174
H -3.3141 0.5956 4.0231
H -5.0448 -0.7327 3.0235

Values from the calculation:
HOMO energy	-8.504	eV
LUMO	0.0294	Eh
max |F|	0.56	eV Å⁻¹
multiplicity	1
SMILES	CC(C)CCOc1ccc(C(=O)NCCC(=O)N2CCOCC2)cc1
M	348.44	g mol⁻¹


[3]
C19H28N2O6S | ωB97M-V with the def2-TZVPD basis set

Element x y z (Å)
C -7.7305 -0.4399 -0.8573
C -6.7218 0.3049 -1.7196
H -7.2033 1.0983 -2.2944
H -6.2131 -0.3911 -2.3943
O -5.7417 0.9696 -0.9181
C -4.7042 0.2449 -0.4916
O -4.5484 -0.9190 -0.7587
C -3.7755 1.1023 0.3481
C -2.4041 1.2434 -0.3309
H -1.8392 2.0175 0.1927
H -2.5252 1.5561 -1.3685
C -1.6175 -0.0687 -0.2863
N -1.4815 -0.5039 1.0856
C -0.3659 -0.5117 1.8310
O -0.3679 -0.7784 3.0209
C 0.9525 -0.1879 1.1187
N 1.2113 -1.0891 0.0228
S 2.1012 -0.4007 -1.1994
O 2.3911 -1.4056 -2.1780
O 1.3445 0.7459 -1.6271
C 3.6369 0.2386 -0.5111
C 3.8288 1.6053 -0.4752
C 5.0198 2.1409 -0.0037
C 6.0107 1.2625 0.4263
C 5.8202 -0.1055 0.3953
C 4.6188 -0.6352 -0.0692
O 4.3728 -1.9839 -0.0353
C 4.9991 -2.7377 -1.0618
H 6.0704 -2.5225 -1.1175
H 4.8465 -3.7823 -0.7983
H 4.5249 -2.5250 -2.0241
H 6.5924 -0.7759 0.7419
H 6.9461 1.6589 0.7939
C 5.2342 3.6213 0.0537
H 4.4807 4.1432 -0.5290
H 5.1726 3.9675 1.0853
H 6.2198 3.8815 -0.3262
H 3.0329 2.2355 -0.8410
C 1.4610 -2.4646 0.3732
H 1.7594 -2.9754 -0.5381
H 0.5414 -2.9056 0.7594
H 2.2516 -2.5609 1.1230
H 1.7446 -0.2412 1.8805
H 0.9198 0.8235 0.7082
C -2.7606 -0.7689 1.7141
C -3.5983 0.5081 1.7535
H -4.5717 0.2942 2.1979
H -3.0914 1.2456 2.3794
H -2.5703 -1.1309 2.7257
H -3.2813 -1.5380 1.1376
H -0.6485 0.0633 -0.7614
H -2.1702 -0.8408 -0.8306
H -4.2450 2.0878 0.4253
H -8.2000 0.2424 -0.1527
H -8.4960 -0.8798 -1.4900
H -7.2326 -1.2328 -0.3046

Values from the calculation:
HOMO energy	-8.956	eV
LUMO	0.0252	Eh
max |F|	1.15	eV Å⁻¹
multiplicity	1
SMILES	CCOC(=O)C1CCN(C(=O)CN(C)S(=O)(=O)c2cc(C)ccc2OC)CC1
M	412.51	g mol⁻¹


[4]
C19H28N2O7S | ωB97M-V with the def2-TZVPD basis set

Element x y z (Å)
C -5.9229 0.5886 3.2173
C -5.1941 -0.4943 2.4304
H -4.7179 -1.1866 3.1244
H -5.9140 -1.0512 1.8270
C -4.1367 0.1054 1.4989
C -3.0257 0.7758 2.2769
O -2.6052 1.8789 2.0531
O -2.5185 -0.0064 3.2512
C -1.5356 0.6025 4.0749
C -0.2449 0.9918 3.3439
O 0.4473 1.8975 3.7384
N 0.0286 0.1832 2.2872
C 1.1050 0.2519 1.4056
C 2.0114 1.3029 1.3900
C 3.0615 1.3034 0.4841
C 3.1878 0.2535 -0.3978
C 2.2981 -0.8071 -0.4056
C 1.2515 -0.8235 0.4992
O 0.3240 -1.8210 0.6012
C 0.4914 -2.9622 -0.2110
H -0.2871 -3.6582 0.0969
H 1.4710 -3.4210 -0.0546
H 0.3670 -2.7190 -1.2701
H 2.4709 -1.5981 -1.1149
S 4.5061 0.1928 -1.5980
O 5.4353 1.2610 -1.3643
O 5.0107 -1.1471 -1.6736
N 3.6304 0.4601 -3.0213
C 3.1861 1.8342 -3.1415
H 2.6248 2.0910 -2.2416
C 2.2945 1.9456 -4.3809
H 2.0070 2.9832 -4.5562
O 2.9679 1.5216 -5.5409
C 3.4186 0.1928 -5.4129
H 3.9423 -0.0426 -6.3403
C 4.3515 0.0434 -4.2117
H 4.6545 -0.9930 -4.0657
H 5.2459 0.6653 -4.3600
H 2.5587 -0.4828 -5.2910
H 1.3925 1.3333 -4.2275
H 4.0472 2.5109 -3.2333
H 3.7858 2.1009 0.4614
H 1.8900 2.1076 2.0955
H -0.6006 -0.5892 2.1027
H -1.9346 1.5118 4.5357
H -1.3031 -0.1293 4.8527
H -4.5965 0.9029 0.9048
C -3.5417 -0.9199 0.5132
C -3.1023 -2.2338 1.1469
H -2.5935 -2.8419 0.4032
H -2.4234 -2.0659 1.9784
H -3.9589 -2.7937 1.5121
H -4.2982 -1.1323 -0.2455
H -2.6918 -0.4550 0.0066
H -6.6714 0.1445 3.8693
H -5.2253 1.1533 3.8319
H -6.4215 1.2834 2.5451

Values from the calculation:
HOMO energy	-8.799	eV
LUMO	0.0158	Eh
max |F|	1.01	eV Å⁻¹
multiplicity	1
SMILES	CCC(CC)C(=O)OCC(=O)Nc1ccc(S(=O)(=O)N2CCOCC2)cc1OC
M	428.51	g mol⁻¹